This record from the OMol25 dataset describes a molecular structure, C48H116InN6O19 in a non-equilibrium geometry. The level of theory is ωB97M-V with the def2-TZVPD basis set.

Calculated values
Lowest unoccupied orbital energy ... -7.29 eV
Charge ... +1
E_HOMO ... -0.39082 Eh
Max |F| ... 9.0 eV/Å
Total energy ... -3845.8035 Ha
Frontier orbital gap ... 3.34 eV

Last column: Löwdin charge in e.
Positions of all 190 atoms, in Å:
In -4.1425 -11.3231 -3.6270  0.94
C -5.1893 -18.3059 -1.8327  0.16
C -5.1509 -17.0602 -2.5428  -0.27
C -5.5801 -17.0526 -4.0928  -0.28
O -5.5297 -16.0119 -4.7253  0.13
C -6.0020 -18.3301 -4.6145  0.13
C -5.9377 -19.4599 -3.9683  -0.29
C -5.4891 -19.4650 -2.4604  -0.22
O -5.4838 -20.4460 -1.5810  0.10
O -6.3001 -20.5511 -4.5867  0.09
O -4.7455 -16.0271 -2.0259  0.14
H -4.9142 -18.1796 -0.7960  0.16
H -6.3362 -18.3101 -5.6412  0.16
C -1.5284 -26.2416 2.9642  -0.07
C -1.7745 -24.7474 3.2318  -0.43
C -0.6589 -23.7986 2.7056  -0.19
O 0.5459 -24.0110 3.4587  -0.19
C 1.4739 -22.9817 3.1651  -0.12
N -3.0565 -24.5105 2.5883  0.03
H -2.3229 -26.9164 3.2826  0.08
H -0.5836 -26.5542 3.4088  0.07
H -1.3903 -26.4129 1.8966  0.07
H -1.8664 -24.5712 4.3036  0.14
H -1.0034 -22.7781 2.8725  0.11
H -0.3945 -24.0083 1.6691  0.13
H 1.0749 -22.0168 3.4778  0.08
H 1.7432 -22.9996 2.1090  0.08
H 2.3811 -23.1663 3.7405  0.09
H -2.9656 -24.8536 1.6427  0.06
H -3.1013 -23.5174 2.4102  0.05
C -8.7233 -18.3827 5.1947  -0.07
C -7.6190 -17.7904 4.3416  -0.46
C -6.2110 -18.3434 4.5092  -0.21
O -5.7556 -18.0068 5.8404  -0.20
C -4.4438 -18.5750 6.1445  -0.07
N -8.0147 -17.9434 2.9499  0.04
H -8.5352 -18.1920 6.2513  0.08
H -8.6895 -19.4721 5.2016  0.08
H -9.7134 -17.9835 4.9746  0.08
H -7.5912 -16.7530 4.6749  0.13
H -5.5761 -17.8536 3.7709  0.12
H -6.2214 -19.4143 4.3063  0.13
H -4.1786 -18.2386 7.1468  0.09
H -3.7060 -18.4496 5.3520  0.08
H -4.6926 -19.6358 6.1730  0.08
H -8.4582 -18.8476 2.8742  0.07
H -7.1415 -18.1011 2.4674  0.04
C -11.1091 -16.1478 -9.0499  -0.06
C -10.5612 -15.6166 -7.7268  -0.42
C -10.7745 -16.5246 -6.4856  -0.23
O -10.2679 -15.9238 -5.3110  -0.19
C -10.4678 -16.8586 -4.2399  -0.10
N -9.1346 -15.3823 -7.9030  0.03
H -10.9241 -15.5144 -9.9175  0.08
H -12.1853 -16.3197 -9.0641  0.08
H -10.6483 -17.1064 -9.2885  0.08
H -11.0609 -14.6714 -7.5147  0.13
H -10.3055 -17.5034 -6.5851  0.12
H -11.8584 -16.6392 -6.5000  0.12
H -10.0360 -17.8532 -4.3514  0.08
H -11.5373 -16.8578 -4.0296  0.09
H -9.9509 -16.4244 -3.3841  0.08
H -8.6165 -15.4786 -7.0413  0.05
H -8.7455 -16.0915 -8.5078  0.06
C -12.5355 -21.5902 0.6766  -0.09
C -11.2621 -21.5729 -0.0890  -0.35
O -10.1416 -22.1011 0.6161  -0.08
H -13.4013 -21.0742 0.2614  0.08
H -12.3946 -21.3232 1.7240  0.08
H -12.8742 -22.6226 0.7624  0.07
H -10.9718 -20.5687 -0.3980  0.10
H -11.4055 -22.0804 -1.0430  0.10
H -9.3078 -21.9175 0.1772  0.08
C -2.4103 -27.0632 -3.9311  -0.06
C -3.4915 -25.9252 -3.6478  -0.34
O -3.5607 -25.6255 -2.3152  -0.08
H -2.4320 -27.9511 -3.2991  0.07
H -1.4054 -26.6491 -3.8481  0.06
H -2.5521 -27.3847 -4.9629  0.06
H -4.4694 -26.3558 -3.8632  0.10
H -3.4400 -25.0036 -4.2276  0.10
H -4.0776 -24.8259 -2.1927  0.08
C -6.7544 -16.5040 -13.2839  -0.09
C -6.0711 -17.5065 -12.4145  -0.35
O -6.9567 -17.6929 -11.3746  -0.09
H -7.0123 -15.5349 -12.8567  0.08
H -7.6731 -16.9199 -13.6975  0.08
H -6.1459 -16.1915 -14.1324  0.07
H -5.2050 -17.0800 -11.9085  0.11
H -5.8649 -18.4987 -12.8158  0.12
H -6.7108 -18.4936 -10.9056  0.08
C -0.2006 -17.7561 0.6644  -0.07
C -0.0853 -18.4704 -0.7047  -0.37
O 0.1636 -17.6055 -1.7297  -0.06
H 0.6756 -17.2544 1.0750  0.07
H -0.6281 -18.4209 1.4150  0.07
H -0.9750 -16.9995 0.5379  0.06
H -0.9836 -19.0591 -0.8905  0.10
H 0.6722 -19.2417 -0.5656  0.11
H 0.4535 -18.0643 -2.5215  0.09
C -6.7847 -23.7800 -11.6754  -0.07
C -6.7328 -23.6000 -10.1545  -0.35
O -6.6122 -22.2595 -9.7980  -0.09
H -5.8735 -23.3676 -12.1089  0.07
H -7.5433 -23.1178 -12.0927  0.07
H -7.0620 -24.8008 -11.9382  0.08
H -5.8886 -24.1247 -9.7073  0.10
H -7.6173 -23.9770 -9.6410  0.11
H -6.7159 -22.2082 -8.8450  0.08
C -9.7022 -26.1862 -5.3255  -0.09
C -10.8097 -27.2477 -5.5383  -0.31
O -11.3365 -27.0665 -6.8481  -0.08
H -8.8981 -26.2754 -6.0560  0.07
H -9.1693 -26.3178 -4.3838  0.06
H -10.0217 -25.1496 -5.2182  0.06
H -11.6168 -27.1597 -4.8110  0.10
H -10.4516 -28.2558 -5.3298  0.11
H -11.8980 -26.2928 -6.7603  0.08
C -8.0849 -7.8711 -3.9697  -0.08
O -7.7109 -9.2374 -4.3965  -0.22
C -8.9123 -10.1069 -4.5798  -0.17
C -9.3994 -10.6581 -3.2386  -0.23
N -8.4739 -11.7235 -2.8475  -0.07
C -8.5756 -12.0435 -1.4012  -0.17
C -8.2237 -10.8908 -0.3382  -0.18
O -7.0330 -10.1598 -0.6957  -0.22
C -6.6971 -9.1985 0.3113  -0.11
H -7.1945 -7.2516 -3.8621  0.08
H -8.5956 -7.8188 -3.0082  0.07
H -8.7374 -7.4300 -4.7232  0.08
H -8.7635 -10.9770 -5.2193  0.12
H -9.8006 -9.5904 -4.9433  0.11
H -10.3633 -11.1400 -3.4020  0.12
H -9.6664 -9.8940 -2.5085  0.12
H -8.7871 -12.5506 -3.3353  0.10
H -8.0301 -12.9438 -1.1183  0.10
H -9.5741 -12.4315 -1.1999  0.11
H -8.0060 -11.3924 0.6048  0.11
H -9.0828 -10.2441 -0.1593  0.11
H -7.4307 -8.3923 0.3159  0.08
H -5.7888 -8.6186 0.1474  0.08
H -6.6972 -9.6730 1.2926  0.09
C -1.8900 -13.6733 -6.8552  -0.09
O -1.3121 -13.1298 -5.6641  -0.23
C -0.2866 -13.9636 -5.2011  -0.23
C 0.4998 -13.3398 -4.0068  -0.21
N -0.3383 -13.2194 -2.8453  -0.07
C 0.3421 -12.6794 -1.6930  -0.21
C -0.5959 -12.2160 -0.5875  -0.23
O -1.3168 -11.0393 -0.8559  -0.21
C -0.5388 -9.8990 -0.5021  -0.10
H -2.1829 -14.7215 -6.7953  0.09
H -1.1615 -13.5147 -7.6502  0.10
H -2.8300 -13.1493 -7.0278  0.08
H 0.4811 -13.9683 -5.9749  0.12
H -0.5602 -15.0107 -5.0714  0.12
H 0.9295 -12.3640 -4.2333  0.12
H 1.3888 -13.9367 -3.8034  0.12
H -0.4383 -14.1935 -2.5981  0.11
H 0.9942 -11.8835 -2.0527  0.12
H 1.0148 -13.4375 -1.2918  0.13
H -0.0611 -12.1221 0.3577  0.12
H -1.2443 -13.0497 -0.3182  0.12
H -1.1214 -8.9790 -0.5504  0.09
H 0.3617 -9.7988 -1.1080  0.09
H -0.1917 -9.9670 0.5289  0.09
C 3.4775 -19.7018 -8.7765  -0.14
O 3.4707 -18.8155 -7.7230  -0.19
C 3.5628 -19.4630 -6.4531  -0.19
C 2.4450 -20.5584 -6.0992  -0.18
N 1.1373 -19.8889 -6.2046  -0.06
C 0.0488 -20.7864 -6.0702  -0.25
C -0.2405 -21.6532 -7.3043  -0.16
O 0.1200 -20.9884 -8.5940  -0.21
C -1.0712 -20.5699 -9.2213  -0.13
H 3.6947 -19.1790 -9.7080  0.10
H 2.5518 -20.2679 -8.8801  0.07
H 4.2527 -20.4398 -8.5702  0.09
H 3.5436 -18.6194 -5.7630  0.11
H 4.5323 -19.9336 -6.2897  0.11
H 2.5613 -20.8105 -5.0452  0.11
H 2.6790 -21.4192 -6.7256  0.11
H 1.0749 -19.5707 -7.1611  0.09
H -0.8936 -20.2753 -5.8727  0.10
H 0.2588 -21.4278 -5.2143  0.12
H -1.2898 -21.9455 -7.2629  0.11
H 0.3621 -22.5602 -7.2572  0.11
H -1.7610 -21.3546 -9.5319  0.09
H -0.8106 -19.9793 -10.0996  0.09
H -1.6204 -19.9052 -8.5544  0.08

Cartesian forces (eV/Å) of the 2 atoms listed first:
In 0.027 -0.129 0.180
C 0.612 3.525 -0.030